{
  "formula": "C5H11N4OS",
  "method": "ωB97M-V/def2-TZVPD",
  "de_lowest_kj_mol": 335.45,
  "homo_energy_ev": -13.6644,
  "total_charge": 1,
  "homo_lumo_gap_ev": 8.170,
  "species": ["C", "H", "H", "H", "H", "N", "S", "H", "C", "H", "H", "N", "N", "H", "H", "C", "N", "O", "C", "H", "C", "H"],
  "coordinates": [[-1.626, 1.232, -0.289], [2.403, -0.790, -2.273], [-3.026, -1.267, 0.576], [0.569, 0.756, -1.155], [-0.332, 0.195, 1.207], [0.598, -0.375, -1.090], [-0.353, 2.560, -0.749], [1.574, -2.044, -0.965], [1.604, -1.079, -1.456], [0.032, 3.074, 0.459], [4.707, -0.644, 0.235], [2.035, 0.743, 0.958], [3.033, 0.218, 0.843], [-2.497, 1.877, 0.044], [-1.945, 0.896, -1.264], [-2.474, -0.651, 1.208], [3.981, -0.479, 0.931], [-1.052, -2.060, -0.756], [-0.626, -0.991, -0.476], [-2.255, -1.237, 1.989], [-1.226, -0.046, 0.478], [-3.125, 0.112, 1.546]],
  "nbo_charge": [-0.497, 0.263, 0.233, 0.454, 0.272, -0.559, -0.004, 0.228, 0.135, 0.174, 0.416, -0.159, 0.263, 0.279, 0.226, -0.586, -0.501, -0.435, 0.711, 0.230, -0.371, 0.227]
}

---

{
  "formula": "C3H7NO2",
  "method": "ωB97M-V/def2-TZVPD",
  "de_lowest_kj_mol": 76.00,
  "homo_energy_ev": -9.8383,
  "homo_lumo_gap_ev": 10.554,
  "species": ["N", "C", "H", "H", "H", "C", "O", "C", "H", "H", "H", "O", "H"],
  "coordinates": [[1.982, -0.157, -0.390], [0.790, 0.502, -0.270], [-0.285, 0.179, 1.547], [-1.539, 0.856, -1.037], [-1.990, 1.201, 0.601], [-1.674, 0.386, -0.058], [0.609, 1.575, -0.818], [-0.341, -0.177, 0.513], [2.687, 0.402, -0.852], [-2.486, -0.341, -0.114], [0.103, -2.025, -0.118], [-0.148, -1.575, 0.699], [2.292, -0.825, 0.298]],
  "nbo_charge": [-0.832, 0.644, 0.200, 0.237, 0.220, -0.641, -0.611, -0.001, 0.402, 0.220, 0.472, -0.713, 0.402]
}

---

{
  "formula": "C12H18NO2",
  "method": "ωB97M-V/def2-TZVPD",
  "de_lowest_kj_mol": 265.95,
  "homo_energy_ev": -11.9371,
  "total_charge": 1,
  "homo_lumo_gap_ev": 6.682,
  "species": ["H", "H", "H", "H", "C", "C", "O", "H", "C", "H", "C", "O", "C", "N", "C", "H", "H", "H", "C", "H", "H", "C", "C", "C", "H", "H", "C", "C", "H", "H", "H", "H", "H"],
  "coordinates": [[-5.156, 5.432, 5.766], [-4.695, -0.362, 0.296], [-4.690, 5.076, 3.983], [3.712, -2.146, 0.324], [1.352, 1.018, 1.223], [1.984, -0.257, 1.230], [3.344, -0.275, 1.232], [-4.608, 1.465, 4.462], [-0.177, -1.357, 1.230], [1.984, 1.908, 1.220], [-0.812, -0.082, 1.231], [-2.964, -1.031, 1.251], [1.197, -1.443, 1.233], [-2.683, 2.300, 4.171], [-4.829, 4.716, 5.008], [-4.689, 3.010, 6.306], [-2.359, 1.544, 3.577], [1.681, -2.425, 1.236], [3.985, -1.577, 1.225], [5.053, -1.358, 1.224], [-2.279, 2.195, 5.099], [-0.021, 1.100, 1.217], [-4.586, 3.432, 5.298], [-2.227, 0.046, 1.268], [-0.539, 2.061, 1.202], [3.716, -2.155, 2.122], [-4.395, -0.900, 1.206], [-4.132, 2.437, 4.247], [-4.788, -1.920, 1.203], [-4.742, -0.351, 2.093], [-4.454, 2.820, 3.272], [-2.731, 1.021, 1.167], [-0.783, -2.263, 1.229]],
  "nbo_charge": [0.214, 0.210, 0.195, 0.196, -0.275, 0.427, -0.441, 0.166, -0.083, 0.261, -0.243, -0.415, -0.264, -0.838, -0.355, 0.204, 0.333, 0.242, -0.269, 0.230, 0.368, -0.074, -0.205, 0.422, 0.241, 0.196, -0.270, -0.256, 0.235, 0.211, 0.181, 0.212, 0.245]
}

---

{
  "formula": "C8H13N3O3S2",
  "method": "ωB97M-V/def2-TZVPD",
  "de_lowest_kj_mol": 117.08,
  "homo_energy_ev": -8.5987,
  "homo_lumo_gap_ev": 9.083,
  "species": ["C", "O", "N", "H", "C", "O", "H", "S", "H", "H", "H", "S", "H", "C", "H", "C", "H", "N", "C", "H", "C", "C", "C", "O", "H", "H", "H", "H", "N"],
  "coordinates": [[-2.371, 0.393, 0.795], [0.661, -2.741, -3.697], [1.992, 1.231, -1.569], [-4.291, 1.068, 1.500], [-0.500, -0.316, 2.398], [1.690, -0.753, -2.506], [2.492, -3.208, -1.464], [0.703, -2.056, -2.370], [2.645, 3.178, 0.976], [-1.756, 0.130, -0.063], [-4.314, -0.023, 0.126], [0.728, 0.988, 2.182], [1.013, -4.158, -1.436], [-1.841, 0.298, 2.083], [-2.436, 0.600, 2.928], [1.604, 0.008, -1.424], [-0.529, -0.635, 3.439], [1.109, -0.344, -0.191], [2.154, 3.083, 0.004], [-3.801, 1.707, -0.093], [-3.791, 0.819, 0.571], [1.183, 0.753, 0.475], [1.435, -3.179, -1.226], [-0.698, -1.716, -1.989], [2.843, 3.498, -0.738], [1.265, -2.857, -0.177], [1.250, 3.700, 0.045], [-0.252, -1.170, 1.744], [1.810, 1.703, -0.324]],
  "nbo_charge": [-0.143, -0.906, -0.280, 0.209, -0.567, -0.608, 0.253, 2.266, 0.216, 0.218, 0.225, 0.264, 0.274, -0.238, 0.197, 0.534, 0.241, -0.568, -0.417, 0.217, -0.643, 0.241, -0.876, -0.898, 0.238, 0.275, 0.213, 0.259, -0.197]
}

---

{
  "formula": "C3H11N4",
  "method": "ωB97M-V/def2-TZVPD",
  "de_lowest_kj_mol": 187.01,
  "homo_energy_ev": -12.6823,
  "total_charge": 1,
  "homo_lumo_gap_ev": 8.115,
  "species": ["H", "H", "H", "H", "H", "H", "N", "N", "H", "H", "H", "N", "C", "H", "H", "C", "C", "N"],
  "coordinates": [[0.869, -0.797, -2.053], [-1.226, -1.585, 2.737], [-2.605, 0.439, 0.114], [-0.368, 0.253, -2.266], [-0.182, 2.119, -0.676], [0.421, -0.964, 2.357], [2.549, 0.823, -1.394], [-1.140, -0.648, 0.907], [3.027, 1.661, -1.049], [-2.914, -0.246, 1.927], [-0.155, -2.423, 1.589], [0.352, -0.099, -1.598], [-2.275, -0.081, 1.021], [-0.517, -0.371, 0.086], [2.769, 0.583, -2.326], [1.189, 0.950, -1.053], [-0.504, -1.468, 1.939], [0.709, 1.854, -0.263]],
  "nbo_charge": [0.394, 0.226, 0.227, 0.404, 0.349, 0.258, -0.816, -0.403, 0.417, 0.237, 0.250, -0.905, 0.109, 0.480, 0.401, 0.609, -0.443, -0.794]
}

---

{
  "formula": "C3H6N2S",
  "method": "ωB97M-V/def2-TZVPD",
  "de_lowest_kj_mol": 166.62,
  "homo_energy_ev": -9.1352,
  "homo_lumo_gap_ev": 8.427,
  "species": ["H", "C", "N", "H", "H", "H", "H", "C", "S", "H", "C", "N"],
  "coordinates": [[0.260, 1.236, -1.083], [-0.095, 0.855, -0.164], [3.159, -0.642, -0.026], [2.018, 0.213, -1.364], [1.079, -0.036, 1.387], [-0.644, -1.176, -0.632], [3.261, -0.792, 0.976], [-1.029, -0.279, -0.281], [-2.604, -0.248, 0.085], [-0.580, 1.728, 0.308], [2.139, 0.052, -0.299], [1.151, 0.503, 0.528]],
  "nbo_charge": [0.228, -0.305, -0.678, 0.158, 0.388, 0.190, 0.318, -0.266, 0.085, 0.220, 0.270, -0.606]
}

---

{
  "formula": "C22H28IN3O3Pd",
  "method": "ωB97M-V/def2-TZVPD",
  "de_lowest_kj_mol": 0.00,
  "homo_energy_ev": [-13.8811, -14.1360],
  "spin_multiplicity": 5,
  "total_charge": 2,
  "homo_lumo_gap_ev": [8.878, 5.632],
  "species": ["Pd", "C", "C", "H", "C", "H", "C", "C", "C", "H", "C", "C", "O", "H", "N", "C", "N", "H", "H", "H", "C", "H", "H", "C", "C", "H", "H", "H", "C", "H", "C", "H", "H", "H", "C", "C", "C", "H", "H", "H", "H", "O", "C", "I", "C", "H", "H", "H", "C", "O", "H", "H", "H", "N", "H", "C", "C", "H"],
  "coordinates": [[-0.019, 0.233, 1.055], [2.093, 4.354, -0.328], [-4.564, -3.013, -2.880], [1.520, 5.002, -0.989], [-4.027, 0.464, 0.213], [-5.351, 1.974, 0.950], [-2.298, -1.186, -0.536], [3.536, -1.373, 3.809], [2.642, -1.293, 0.092], [3.261, 4.148, -2.527], [-1.614, 0.941, 2.670], [2.557, -1.130, 1.605], [1.501, -0.690, 2.127], [4.186, 2.737, -2.012], [2.345, 3.075, -1.001], [-4.226, -4.328, -2.599], [3.572, -1.517, 2.350], [-1.888, -3.820, -0.206], [-3.918, 3.852, 0.226], [3.046, 4.829, -0.101], [4.792, -2.125, 1.798], [-2.264, 1.670, 2.203], [-5.314, -2.793, -3.627], [-3.941, -1.980, -2.197], [-2.015, 1.276, -0.858], [-1.137, 1.072, -1.462], [5.172, -2.832, 2.530], [-2.050, 0.070, 3.138], [-2.973, -2.277, -1.242], [3.279, 0.582, -1.420], [2.201, 0.660, -1.262], [1.735, 0.691, -2.249], [4.590, -2.682, 0.888], [3.469, -2.357, 4.271], [-2.632, -3.601, -0.963], [1.880, 1.942, -0.513], [-3.602, 2.834, 0.043], [1.543, 4.180, 0.590], [3.646, -1.089, -0.273], [2.681, -0.776, 4.101], [4.457, -0.891, 4.131], [1.186, 1.902, 0.532], [3.181, 3.112, -2.212], [-0.092, 1.783, 3.729], [-2.819, 0.217, -0.431], [-4.721, -5.133, -3.128], [-3.011, -5.655, -1.425], [-1.798, 3.412, -0.964], [-2.408, 2.589, -0.617], [1.694, -0.465, -0.569], [-4.648, -0.360, 0.543], [2.732, 2.548, -3.026], [-4.201, -0.951, -2.416], [-1.247, -1.277, 0.160], [2.402, -2.332, -0.145], [-4.413, 1.774, 0.448], [-3.262, -4.626, -1.641], [5.555, -1.369, 1.614]],
  "lowdin_spin": [1.643, 0.001, 0.003, 0.000, 0.012, 0.001, 0.095, 0.001, 0.003, 0.000, 0.502, 0.011, 0.119, 0.000, 0.003, -0.005, 0.003, 0.005, 0.001, 0.000, 0.001, 0.023, 0.000, -0.002, 0.039, 0.000, 0.000, 0.021, 0.031, 0.000, 0.002, 0.000, 0.000, 0.000, 0.004, 0.010, 0.015, 0.000, 0.001, 0.001, 0.000, 0.086, 0.001, 0.435, 0.075, 0.000, 0.000, 0.000, 0.009, 0.038, 0.000, 0.000, 0.000, 0.792, 0.000, 0.018, 0.002, 0.000]
}